# 1
The following is a quantum chemistry calculation of a 11-piece molecular cluster, C30H60BBr20IO4P overall at a distorted geometry, from the OMol25 dataset.

Structure (ORCA input):
```
! wB97M-V def2-TZVPD RIJCOSX def2/J DEFGRID3
* xyz -1 1
C -0.4330 6.6680 -2.5102
C -1.2754 7.7397 -1.5544
O -1.2988 9.0586 -1.8855
O -1.9690 7.2670 -0.3451
C -3.0686 6.3407 -0.6981
C -3.0991 5.0655 0.3302
C -1.6203 4.3308 0.5387
C -1.2137 3.3598 -0.7625
B -1.0350 1.7974 -0.2921
I -3.0783 1.0891 0.2676
C -0.5028 0.7597 -1.4435
C -0.8752 1.4574 -3.0415
C -0.3859 0.4605 -4.3765
O 0.3630 1.8489 -3.9122
P 0.2022 1.5892 1.2062
C 0.4864 -0.3092 1.3017
O 1.6753 2.4382 0.7554
H -1.1758 5.8540 -2.9462
H 0.3143 6.1225 -1.7928
H 0.0695 7.2993 -3.3582
H -3.0271 5.9422 -1.7973
H -4.1013 6.9266 -0.5743
H -3.9465 4.2693 0.0988
H -3.3775 5.5119 1.4018
H -1.7223 3.7121 1.5399
H -0.7881 5.1416 0.6995
H -0.1929 3.7393 -1.1979
H -2.0869 3.5459 -1.5407
H -1.0746 -0.2628 -1.4376
H 0.6722 0.6205 -1.4327
H -1.9467 2.0991 -3.1593
H -0.4849 0.8765 -5.4684
H 0.4132 -0.2944 -3.9748
H 1.2434 -0.6199 0.4652
H 0.8320 -0.5425 2.3955
H -0.5560 -0.8113 1.0689
H 2.2120 1.9141 0.0898
Br -0.6773 4.0531 4.2286
C 1.2089 4.4999 4.0110
C 1.3820 5.9219 3.5312
Br 0.9905 6.0767 1.6264
H 1.6366 3.7573 3.3319
H 1.6473 4.3721 5.0047
H 2.4231 6.2396 3.6338
H 0.7364 6.6369 4.0490
Br 2.6703 -2.7816 3.2451
C 4.0140 -3.2288 1.9038
C 4.8082 -2.0095 1.4978
Br 3.7864 -0.8733 0.2853
H 3.4878 -3.7018 1.0701
H 4.6608 -3.9676 2.3854
H 5.6983 -2.2994 0.9329
H 5.1083 -1.3849 2.3439
Br 7.8816 0.7505 0.0208
C 8.2214 0.0981 -1.7857
C 7.6102 -1.2671 -1.9979
Br 8.6828 -2.6598 -1.1522
H 9.3047 0.1166 -1.9334
H 7.7566 0.8357 -2.4459
H 7.5987 -1.5236 -3.0607
H 6.5967 -1.3565 -1.5966
Br 2.6305 -2.1300 -3.3477
C 4.2128 -2.5733 -4.3988
C 4.6046 -4.0204 -4.2132
Br 5.5027 -4.2947 -2.5034
H 4.9974 -1.8700 -4.1067
H 3.9268 -2.3812 -5.4367
H 5.3347 -4.3224 -4.9690
H 3.7544 -4.7078 -4.2413
Br -6.6650 -0.9430 0.6527
C -6.0115 -2.0952 -0.7791
C -5.1005 -3.1733 -0.2406
Br -3.3317 -2.4615 0.1717
H -5.5291 -1.4468 -1.5156
H -6.9097 -2.5349 -1.2217
H -4.9271 -3.9446 -0.9958
H -5.4762 -3.6436 0.6725
Br -8.5665 -0.3273 3.4837
C -7.2574 0.4870 4.6788
C -6.9229 1.8950 4.2453
Br -5.7168 1.8935 2.7121
H -6.3897 -0.1779 4.7025
H -7.7346 0.4895 5.6628
H -6.3792 2.4224 5.0337
H -7.8006 2.4821 3.9606
Br -4.9298 -3.5992 4.0583
C -5.7186 -3.6725 5.8408
C -5.2824 -2.4949 6.6805
Br -3.4599 -2.7310 7.3345
H -5.4438 -4.6390 6.2720
H -6.7992 -3.6482 5.6740
H -5.8985 -2.4132 7.5800
H -5.3075 -1.5437 6.1413
Br 1.0575 -8.8317 1.0748
C 2.3666 -8.0175 2.2698
C 2.7011 -6.6095 1.8363
Br 3.9072 -6.6109 0.3031
H 3.2343 -8.6824 2.2935
H 1.8894 -8.0149 3.2538
H 3.2448 -6.0820 2.6247
H 1.8234 -6.0223 1.5516
Br -4.4293 8.4878 -3.0541
C -4.0895 7.8354 -4.8607
C -4.7008 6.4702 -5.0729
Br -3.6282 5.0775 -4.2272
H -3.0063 7.8539 -5.0084
H -4.5544 8.5730 -5.5209
H -4.7123 6.2137 -6.1356
H -5.7142 6.3808 -4.6715
Br 4.6321 -10.4180 -1.4523
C 6.5183 -9.9711 -1.6700
C 6.6914 -8.5491 -2.1498
Br 6.2999 -8.3944 -4.0545
H 6.9460 -10.7137 -2.3491
H 6.9567 -10.0990 -0.6763
H 7.7325 -8.2314 -2.0472
H 6.0457 -7.8342 -1.6319
*
```

# 2
The following is a quantum chemistry calculation of a 8-piece molecular cluster, C30H60Br2O14S7 overall at a distorted geometry, from the OMol25 dataset.

Structure (ORCA input):
```
! wB97M-V def2-TZVPD RIJCOSX def2/J DEFGRID3
* xyz 0 1
O 2.4816 -0.0374 -6.9408
S 2.7759 0.3646 -5.5929
O 3.8433 -0.3140 -4.8648
C 2.9768 2.2286 -5.4131
C 1.6386 2.9017 -5.1657
C 0.5707 1.7550 -5.1387
C 1.1328 0.3690 -4.7298
H 3.5947 2.6645 -6.1982
H 3.5529 2.2772 -4.4891
H 1.6904 3.4159 -4.2060
H 1.5968 3.6403 -5.9662
H 0.0840 1.6190 -6.1045
H -0.1263 2.0517 -4.3549
H 0.6432 -0.5303 -5.1033
H 1.3171 0.2655 -3.6605
O -5.4604 -0.0038 2.7162
S -5.5155 1.3392 2.1679
O -6.0321 1.6212 0.8884
C -6.3511 2.4929 3.2846
C -5.5144 3.7225 3.2946
C -4.1320 3.2412 3.5870
C -3.9311 2.1792 2.5528
H -6.2214 2.0679 4.2799
H -7.4121 2.4594 3.0371
H -5.5913 4.2692 2.3548
H -5.9464 4.4628 3.9680
H -4.1644 2.7210 4.5443
H -3.3785 4.0136 3.4330
H -3.1523 1.4447 2.7580
H -3.7100 2.5488 1.5515
O 1.7310 1.6101 -1.3347
S 0.4815 1.1493 -0.9011
O -0.7004 1.7447 -1.5536
C 0.2382 -0.6431 -1.0032
C -0.6142 -1.1019 0.2004
C -0.4102 -0.1692 1.4138
C 0.3486 1.1193 0.9086
H 1.2225 -0.9645 -0.6626
H 0.0166 -0.9030 -2.0383
H -1.6990 -1.1976 0.1524
H -0.3587 -2.1066 0.5371
H 0.2271 -0.6628 2.1475
H -1.4276 0.0910 1.7059
H 1.3917 1.2025 1.2137
H -0.1961 2.0213 1.1874
O 7.4663 4.7345 -0.0896
S 5.9909 4.8377 0.0324
O 5.3675 5.5327 1.1433
C 5.1738 5.5133 -1.4101
C 4.9655 4.3208 -2.3381
C 4.6404 3.0672 -1.5696
C 5.4418 3.1193 -0.2350
H 5.8856 6.2912 -1.6866
H 4.2055 5.8519 -1.0417
H 4.1274 4.5945 -2.9791
H 5.8808 4.2628 -2.9272
H 5.0237 2.2850 -2.2249
H 3.5583 2.9370 -1.5519
H 6.2896 2.4709 -0.4564
H 4.9825 2.7092 0.6644
O 4.4165 -3.7428 -2.9792
S 5.2571 -2.6050 -2.5462
O 6.2214 -2.0734 -3.4702
C 4.3085 -1.1841 -1.7850
C 4.3234 -1.4911 -0.3217
C 5.8213 -2.0378 0.0135
C 6.1747 -3.1514 -0.9837
H 3.4826 -0.9758 -2.4651
H 5.0175 -0.3693 -1.9320
H 4.0677 -0.6821 0.3626
H 3.7840 -2.4237 -0.1564
H 5.9895 -2.4421 1.0117
H 6.4790 -1.1726 -0.0709
H 5.7982 -4.0499 -0.4949
H 7.2373 -3.2561 -1.2031
O -5.3407 -1.6834 6.4823
S -3.9652 -2.2331 6.5533
O -3.6632 -3.4489 7.3672
C -3.2477 -2.4673 4.8588
C -2.3008 -1.2704 4.6345
C -1.6546 -0.9061 5.9846
C -2.8558 -0.7801 7.0144
H -3.8992 -2.5671 3.9906
H -2.7900 -3.4555 4.9042
H -1.5424 -1.4146 3.8650
H -2.9257 -0.4542 4.2717
H -1.0457 -0.0028 6.0210
H -0.9562 -1.6845 6.2920
H -3.2452 0.1703 6.6493
H -2.8453 -0.6367 8.0949
O -6.4011 -2.0995 -2.7058
S -5.2537 -2.5107 -1.8324
O -5.3378 -3.6546 -0.9482
C -3.8111 -2.8134 -2.9847
C -2.8730 -1.5444 -2.8798
C -3.7074 -0.3970 -2.1251
C -4.4266 -1.1319 -0.9770
H -4.1278 -3.2117 -3.9486
H -3.1659 -3.4507 -2.3799
H -2.0296 -1.7028 -2.2077
H -2.5762 -1.1932 -3.8680
H -4.4392 0.0469 -2.8001
H -3.0909 0.4267 -1.7653
H -5.2187 -0.5852 -0.4653
H -3.8074 -1.8134 -0.3937
Br -2.9195 -5.8442 0.9381
C -1.0213 -5.5951 0.5547
C -0.4057 -5.7615 1.9288
Br -0.4260 -4.1103 3.0157
H -0.7953 -4.6519 0.0573
H -0.7611 -6.3941 -0.1395
H 0.6687 -5.7928 1.7476
H -0.6843 -6.6925 2.4224
*
```

## Properties
SMILES string	O=S1(=O)CCCC1.O=S1(=O)CCCC1.O=S1(=O)CCCC1.O=S1(=O)CCCC1.O=S1(=O)CCCC1.O=S1(=O)CCCC1.O=S1(=O)CCCC1.BrCCBr
relative energy (zero: lowest compared OMol25 entry of this formula, charge and spin)	100.12	kcal per mole

no.,DFT total energy (eV),E_HOMO (eV)
1,-1459184.382,-3.9
2,-276672.383,-10.2